1.
Density functional theory data (ωB97M-V/def2-TZVPD) for a cluster of 11 separate species, C55H126N7O15 in total in a non-equilibrium geometry.

The lowest unoccupied orbital energy is -5.4 eV. The total energy comes out at -3682.21144 Ha. The calculation puts the orbital gap at 0.252 Ha. The value obtained for the HOMO energy is -0.452 Ha.

```
! wB97M-V def2-TZVPD RIJCOSX def2/J DEFGRID3
* xyz 3 1
C 2.2790 0.8073 3.5050
C 3.4188 -0.1977 3.6084
C 3.1950 -1.4067 2.6865
N 4.4405 -2.1584 2.2922
C 5.2434 -1.4189 1.2507
C 6.3381 -2.3597 0.7233
C 5.7704 -3.6794 0.1542
C 5.0065 -4.4259 1.2819
C 3.9164 -3.4872 1.7866
C 5.2314 -2.3932 3.5725
H 2.1210 1.2385 2.5124
H 2.3710 1.7541 4.0391
H 1.3939 0.2886 3.8742
H 3.4595 -0.5683 4.6351
H 4.4144 0.2238 3.4505
H 2.6946 -1.0319 1.7916
H 2.5226 -2.0750 3.2244
H 4.6162 -1.0856 0.4234
H 5.6688 -0.5632 1.7696
H 6.8513 -1.7419 -0.0166
H 7.0962 -2.5658 1.4806
H 5.1094 -3.4178 -0.6706
H 6.6148 -4.3170 -0.0989
H 4.5525 -5.3391 0.9024
H 5.6312 -4.6314 2.1487
H 3.1432 -3.2378 1.0587
H 3.3980 -3.9422 2.6319
H 5.6937 -1.5307 4.0428
H 5.9868 -3.1510 3.3951
H 4.4997 -2.7946 4.2723
C -0.8137 -8.0019 4.6767
C -0.5178 -6.5575 4.2505
C -1.1149 -6.1771 2.9216
N -0.7738 -4.7890 2.3858
C -1.3890 -4.5107 1.0143
C -2.8904 -4.3777 1.0674
C -3.3917 -3.4348 2.1835
C -2.7196 -3.6607 3.5263
C -1.2082 -3.6921 3.3573
C 0.7256 -4.6932 2.2226
H -1.8928 -8.0821 4.8271
H -0.2659 -8.1380 5.6045
H -0.6396 -8.7943 3.9482
H 0.5337 -6.3042 4.3832
H -1.0083 -5.9773 5.0404
H -2.1903 -6.3281 2.8855
H -0.6500 -6.8102 2.1597
H -0.9482 -5.3157 0.4218
H -0.8482 -3.6329 0.6530
H -3.2877 -5.3916 1.1608
H -3.3157 -3.9895 0.1418
H -4.4661 -3.5690 2.2970
H -3.1883 -2.4163 1.8443
H -3.0073 -4.5768 4.0510
H -3.0796 -2.9118 4.2334
H -0.7294 -3.9397 4.3061
H -0.6950 -2.7849 3.0365
H 1.0966 -5.4798 1.5677
H 1.1766 -4.8523 3.1967
H 0.9156 -3.6976 1.8322
C 2.7163 3.7064 1.1128
C 3.7463 3.9776 -0.0016
C 3.2177 3.4336 -1.3326
N 4.1106 3.8089 -2.5270
C 5.5554 3.3957 -2.2047
C 6.4701 3.4551 -3.4247
C 6.0056 2.5494 -4.5496
C 4.5873 2.9510 -4.9256
C 3.6610 2.9921 -3.7359
C 4.0936 5.2914 -2.7954
H 2.6135 2.6235 1.1613
H 1.7475 4.0661 0.7563
H 2.9714 4.2408 2.0218
H 4.7210 3.6006 0.3048
H 3.9268 5.0435 -0.1654
H 2.2456 3.8293 -1.6386
H 3.0881 2.3497 -1.3122
H 5.4763 2.4267 -1.7113
H 6.0189 4.0742 -1.4894
H 7.4743 3.1321 -3.1420
H 6.6392 4.4580 -3.8215
H 6.0843 1.4839 -4.3041
H 6.6368 2.5204 -5.4419
H 4.2968 2.3780 -5.8071
H 4.6525 3.9602 -5.3513
H 3.6000 1.9937 -3.2913
H 2.6261 3.2665 -3.9459
H 4.4264 5.3780 -3.8223
H 4.4998 5.8935 -1.9914
H 3.0242 5.5223 -2.7625
C -4.3426 8.7170 5.0784
C -4.7459 7.4022 4.4056
C -3.8386 6.7700 3.3839
N -3.9707 5.2565 3.2553
C -3.0975 4.8361 2.0761
C -3.2309 3.3916 1.6463
C -4.6861 3.0942 1.3255
C -5.6024 3.4370 2.4860
C -5.4322 4.8764 2.9801
C -3.4781 4.6087 4.5231
H -5.1191 9.1434 5.7057
H -4.0590 9.4704 4.3381
H -3.4227 8.6051 5.6589
H -5.6939 7.6639 3.9202
H -5.1058 6.7810 5.2303
H -2.7893 6.9014 3.6608
H -3.9324 7.1993 2.3883
H -3.4212 5.5075 1.2742
H -2.0795 5.2170 2.1770
H -2.6119 3.1935 0.7705
H -2.8914 2.7302 2.4482
H -5.0301 3.4961 0.3705
H -4.7716 2.0153 1.1535
H -6.6192 3.2549 2.1271
H -5.5354 2.6729 3.2644
H -5.7955 5.5366 2.1899
H -5.9702 5.1945 3.8701
H -3.9349 4.9717 5.4394
H -2.4132 4.8283 4.5244
H -3.6629 3.5397 4.4563
C 1.5067 -1.4360 -5.2279
N 2.8610 -1.8623 -5.7991
C 2.6967 -1.9438 -7.3128
C 3.9171 -0.8366 -5.4844
C 3.2862 -3.1601 -5.1016
C 2.4204 -4.4012 -5.3809
O 2.3562 -4.6329 -6.7752
H 1.1351 -0.6650 -5.8974
H 1.8093 -0.9309 -4.3110
H 0.8849 -2.3042 -5.0529
H 2.7370 -0.9086 -7.6438
H 1.7141 -2.3286 -7.5656
H 3.4540 -2.5809 -7.7559
H 4.8158 -1.3459 -5.8299
H 3.9374 -0.7505 -4.3976
H 3.7715 0.0964 -6.0181
H 3.2273 -2.7968 -4.0734
H 4.3230 -3.3949 -5.3336
H 1.4480 -4.3679 -4.8877
H 2.9683 -5.2401 -4.9426
H 1.4232 -4.5928 -7.0124
C -7.7427 -0.4145 -1.6681
N -6.3285 -0.9007 -1.8571
C -6.2852 -1.6187 -3.1862
C -5.2375 0.1505 -1.9158
C -5.9375 -1.9284 -0.8019
C -6.3006 -1.6377 0.6728
O -5.8906 -0.3250 1.0189
H -7.9847 0.3120 -2.4382
H -7.7799 -0.0140 -0.6583
H -8.4143 -1.2650 -1.7503
H -5.5200 -2.3933 -3.1223
H -5.9478 -0.9670 -3.9883
H -7.2230 -2.1072 -3.4405
H -4.2910 -0.3331 -2.1495
H -5.1668 0.6054 -0.9312
H -5.5639 0.8144 -2.7115
H -4.8564 -2.0411 -0.8452
H -6.5253 -2.8122 -1.0445
H -5.8577 -2.4117 1.2952
H -7.3860 -1.7405 0.7491
H -6.5966 0.1667 1.4466
C 0.2428 0.5912 -2.0960
N -0.1413 0.1322 -0.7341
C 0.5194 -1.2094 -0.5277
C 0.3683 1.1431 0.2676
C -1.6566 -0.0800 -0.6726
C -2.1796 -0.0360 0.7555
O -1.5567 -0.9878 1.5831
H -0.1585 1.6002 -2.2290
H -0.1287 -0.1030 -2.8429
H 1.3318 0.6369 -2.1649
H 1.5851 -1.0903 -0.7196
H 0.0627 -1.8797 -1.2553
H 0.3031 -1.5220 0.4907
H 1.4376 1.0655 0.0689
H -0.0039 1.0091 1.2785
H 0.0396 2.1378 -0.0484
H -1.8777 -1.0218 -1.1762
H -2.1470 0.7595 -1.1709
H -3.2734 -0.1054 0.7591
H -1.9997 0.9125 1.2687
H -1.4328 -0.4830 2.4182
O -0.5724 2.5991 3.0629
C -1.4193 1.8733 3.8866
O -1.5882 0.6296 3.6950
O -1.8863 2.5119 4.8560
H -0.6245 3.3465 3.7090
O 3.9252 -1.8754 -1.5393
C 4.2438 -0.5441 -1.4855
O 4.9846 -0.0507 -2.3705
O 3.8175 0.1001 -0.5011
H 4.5717 -2.2873 -2.1305
O -1.5469 -1.6064 -3.9797
C -2.8551 -2.0057 -3.7920
O -3.6533 -1.8614 -4.7372
O -3.0681 -2.6592 -2.7305
H -1.4870 -1.5838 -4.9468
O -3.1918 3.3517 -1.7654
C -1.9926 3.5165 -2.3816
O -1.9117 3.3084 -3.6136
O -0.9635 3.8669 -1.7175
H -3.7176 3.1256 -2.5554
*
```

---

2.
Density functional theory data (ωB97M-V/def2-TZVPD) for a cluster of 2 separate species, C3H8P2 in total in a non-equilibrium geometry.

The lowest unoccupied orbital energy (spin up / spin down) is -0.2 / -1.0 eV. The energy relative to the best compared isomer or geometry (same formula, charge and spin) is 98.3 kcal per mole. The total energy comes out at -801.59467 Ha. The calculation puts the orbital gap (spin up / spin down) at 0.302 / 0.240 Ha. The value obtained for the HOMO energy (spin up / spin down) is -0.310 / -0.275 Ha.

```
! wB97M-V def2-TZVPD RIJCOSX def2/J DEFGRID3
* xyz 0 1
C 1.6076 -0.8728 -0.5652
C -1.6192 0.6276 0.7592
C -1.7212 0.0457 -0.6442
P -0.2849 0.2296 -1.8329
P 2.7269 0.1189 0.3111
H 1.2433 -1.7436 -0.0512
H -2.4769 0.3704 1.3386
H -0.7900 0.1438 1.3797
H -1.5434 1.7297 0.8288
H -2.5666 0.4267 -1.1178
H -1.6900 -1.0086 -0.4624
H 3.7588 -0.9196 0.6983
H 3.3557 0.8523 -0.6418
*
```

---

3.
Density functional theory data (ωB97M-V/def2-TZVPD) for a structure of composition C26H37FeN7O2S6 in a non-equilibrium geometry.

The lowest unoccupied orbital energy is -0.4 eV. The energy relative to the best compared isomer or geometry (same formula, charge and spin) is 46.3 kcal per mole. The total energy comes out at -5199.57767 Ha. The calculation puts the orbital gap at 0.242 Ha. The value obtained for the HOMO energy is -0.257 Ha.

```
! wB97M-V def2-TZVPD RIJCOSX def2/J DEFGRID3
* xyz 0 1
Fe 0.0296 0.1389 0.2780
C 1.0027 -0.1107 2.8443
C -0.5211 -0.0289 2.7863
N -0.9605 1.0240 1.8515
C -0.5354 2.4189 2.0649
C 0.0793 2.9804 0.7789
N 1.0040 1.9844 0.2350
C 2.2901 1.9700 0.9586
C 2.7446 0.5396 1.1541
N 1.5899 -0.2957 1.5022
H 1.2648 -0.9246 3.5226
H 1.4193 0.7911 3.2959
H -0.8546 0.1619 3.8134
H -2.2920 -1.0439 2.2313
H -1.9664 0.9547 1.7626
H 0.1645 2.4620 2.9000
H -1.3928 3.0375 2.3322
H 0.5675 3.9383 0.9912
H -0.7009 3.1534 0.0400
H 1.1496 2.1205 -0.7608
H 2.1425 2.4490 1.9281
H 3.0512 2.5509 0.4338
H 3.5403 0.4784 1.9054
H 3.1278 0.1545 0.2119
H 1.7750 -1.2729 1.3073
N -0.7103 -4.5080 -2.6689
C -1.4200 -3.7668 -1.7687
C -0.7447 -3.1440 -0.7091
N -1.4219 -2.3779 0.1413
C -2.7656 -2.2736 0.0203
C -3.3846 -2.9687 -0.9899
N -2.7388 -3.7021 -1.8915
H 0.2559 -4.2548 -2.8003
H -1.2145 -4.7405 -3.5095
H 0.3223 -3.1883 -0.5590
H -3.2925 -1.6283 0.6974
H -4.4599 -2.8989 -1.0915
O 6.4025 2.5691 -4.3844
C 5.0622 2.7185 -4.5136
O 4.6344 3.5451 -5.2694
C 4.1889 1.8288 -3.6887
C 4.6548 0.7595 -2.9276
C 3.7774 -0.0521 -2.2272
C 2.3975 0.1732 -2.2728
S 1.2760 -0.9111 -1.4690
C 1.9393 1.2643 -3.0236
C 2.8168 2.0725 -3.7203
H 6.6029 1.8961 -3.7255
H 5.7119 0.5222 -2.8607
H 4.1529 -0.8876 -1.6496
H 0.8714 1.4471 -3.0673
H 2.4579 2.9061 -4.3096
C -1.7361 2.6234 -4.3575
S -3.3462 1.8864 -3.9853
C -3.5183 2.3652 -2.3097
C -2.8915 1.7917 -1.2524
S -1.7288 0.4965 -1.3305
S -3.4009 2.4555 0.2830
C -4.4862 3.6923 -0.2591
S -5.2577 4.7223 0.7652
S -4.6294 3.6767 -1.9658
H -1.3919 2.1843 -5.2929
H -1.0402 2.3593 -3.5635
H -1.8116 3.7033 -4.4661
C -1.1976 -2.0472 4.7884
C -1.2019 -2.5231 3.3313
C -0.0021 -3.4464 3.0908
C -2.4760 -3.3594 3.1420
C -1.2308 -1.3297 2.3148
N -0.6349 -1.6428 1.0123
H -1.3517 -2.9049 5.4458
H -2.0070 -1.3394 4.9850
H -0.2548 -1.5812 5.0800
H 0.0821 -4.1550 3.9179
H 0.9421 -2.9068 3.0154
H -0.1198 -4.0192 2.1704
H -2.4694 -4.2096 3.8273
H -2.5598 -3.7565 2.1308
H -3.3708 -2.7676 3.3526
*
```

---

4.
Density functional theory data (ωB97M-V/def2-TZVPD) for the molecule C5H7N3 in a non-equilibrium geometry.

The lowest unoccupied orbital energy is 0.8 eV. The energy relative to the best compared isomer or geometry (same formula, charge and spin) is 74.8 kcal per mole. The total energy comes out at -358.89923 Ha. The calculation puts the orbital gap at 0.337 Ha. The value obtained for the HOMO energy is -0.308 Ha. Its structure (SMILES) is [H]/N=C\N1N=C[C@@H]2C[C@@H]21.

```
! wB97M-V def2-TZVPD RIJCOSX def2/J DEFGRID3
* xyz 0 1
C -1.1853 0.4394 -1.6493
C -0.3256 -1.0892 1.2707
C 1.0158 -0.5893 0.9142
C 1.2604 0.9099 0.7978
C 0.9043 0.0636 -0.3853
H -2.7214 -0.1867 -0.9363
H -0.5687 1.0465 -2.3359
H -0.5734 -1.7960 2.0908
H 1.9233 -1.0887 1.2818
H 2.2984 1.1693 0.9750
H 0.5188 1.6970 1.1764
H 1.6124 -0.0561 -1.2319
N -2.4532 0.3782 -1.7425
N -0.5096 -0.0840 -0.5937
N -1.1959 -0.8139 0.3681
*
```